{
  "formula": "C38H96ClN6O18",
  "method": "ωB97M-V/def2-TZVPD",
  "homo_lumo_gap_ev": 8.7,
  "e_tot_ha": -3647.90825,
  "total_charge": -1,
  "de_lowest_ev": 2.375,
  "symbols": ["Cl", "O", "O", "O", "O", "C", "O", "C", "C", "N", "C", "C", "O", "C", "H", "H", "H", "H", "H", "H", "H", "H", "H", "H", "H", "H", "H", "H", "H", "C", "O", "C", "C", "N", "C", "C", "O", "C", "H", "H", "H", "H", "H", "H", "H", "H", "H", "H", "H", "H", "H", "H", "H", "C", "O", "C", "C", "N", "C", "C", "O", "C", "H", "H", "H", "H", "H", "H", "H", "H", "H", "H", "H", "H", "H", "H", "H", "C", "O", "C", "C", "N", "C", "C", "O", "C", "H", "H", "H", "H", "H", "H", "H", "H", "H", "H", "H", "H", "H", "H", "H", "C", "O", "C", "C", "N", "C", "C", "O", "C", "H", "H", "H", "H", "H", "H", "H", "H", "H", "H", "H", "H", "H", "H", "H", "C", "O", "C", "C", "N", "C", "C", "O", "C", "H", "H", "H", "H", "H", "H", "H", "H", "H", "H", "H", "H", "H", "H", "H", "C", "C", "O", "O", "H", "H", "H", "H", "H", "H"],
  "coordinates": [[0.4885, 0.5730, 0.7219], [0.8178, 0.2782, 2.0948], [1.4132, 1.6515, 0.3259], [0.5374, -0.6423, -0.1122], [-0.7996, 1.1609, 0.6526], [4.2782, -4.4385, -8.2839], [4.5309, -4.0703, -6.9364], [5.5986, -3.1491, -6.7567], [5.8068, -2.9290, -5.2223], [4.9917, -1.7845, -4.8200], [4.7930, -1.7168, -3.3938], [3.6529, -0.6973, -3.1154], [2.5491, -1.0483, -3.9531], [1.2779, -0.5753, -3.5762], [5.1998, -4.8285, -8.7189], [3.7776, -3.6487, -8.8467], [3.5498, -5.2496, -8.3130], [5.4193, -2.2318, -7.3198], [6.5006, -3.5828, -7.1957], [6.8522, -2.8093, -4.9361], [5.4698, -3.8127, -4.6743], [4.0565, -1.9436, -5.1734], [5.6961, -1.3819, -2.8822], [4.5039, -2.7184, -3.0653], [3.9686, 0.3171, -3.3635], [3.3403, -0.7806, -2.0733], [0.5482, -1.0311, -4.2441], [1.2777, 0.5123, -3.4994], [1.0340, -0.9559, -2.5819], [-7.7875, -5.7671, -7.0354], [-6.9126, -5.1113, -6.1078], [-5.7754, -4.5226, -6.6910], [-5.0486, -3.5462, -5.7067], [-5.7202, -2.2398, -5.5798], [-5.4609, -1.5835, -4.3112], [-4.0078, -1.1292, -4.1151], [-3.7421, -0.4412, -2.9027], [-2.4406, 0.1892, -2.9080], [-7.4795, -6.7837, -7.2828], [-7.9877, -5.1602, -7.9194], [-8.7484, -5.8668, -6.5296], [-6.0647, -3.9840, -7.5953], [-5.0117, -5.2648, -6.9326], [-4.0526, -3.3489, -6.1043], [-4.9280, -3.9740, -4.7093], [-6.7208, -2.3867, -5.5701], [-5.7623, -2.0930, -3.3907], [-6.1601, -0.7479, -4.2399], [-3.7936, -0.4537, -4.9472], [-3.3845, -2.0123, -4.2732], [-2.0230, 0.5015, -1.9526], [-2.5210, 1.0240, -3.6055], [-1.7916, -0.5598, -3.3656], [3.2875, 7.9500, -5.7903], [2.7601, 7.0701, -4.8751], [1.7003, 7.6211, -4.1526], [1.4855, 6.6734, -2.9869], [0.9275, 5.3557, -3.3556], [0.8922, 4.4097, -2.2568], [0.3624, 3.0613, -2.7593], [-0.9713, 3.1849, -3.3350], [-1.9467, 3.4392, -2.3609], [2.5885, 8.0301, -6.6273], [4.1249, 7.4694, -6.2990], [3.6220, 8.9028, -5.3775], [0.8025, 7.7727, -4.7557], [1.9043, 8.5785, -3.6664], [0.7340, 7.0497, -2.2855], [2.3591, 6.6546, -2.3350], [-0.0515, 5.4354, -3.5980], [0.2566, 4.6673, -1.4051], [1.9048, 4.3304, -1.8594], [0.5286, 2.3096, -1.9852], [1.0066, 2.7026, -3.5625], [-1.8800, 4.4092, -1.8643], [-1.9951, 2.5773, -1.6954], [-2.9191, 3.5473, -2.8447], [-0.0104, -4.4205, 1.9973], [-0.4874, -4.0738, 3.2821], [-0.1942, -2.7095, 3.6088], [-1.0055, -2.4308, 4.9062], [-2.4255, -2.3361, 4.5998], [-3.2540, -2.7530, 5.7244], [-4.7377, -2.9221, 5.2055], [-4.9050, -3.8454, 4.1253], [-6.2397, -4.0283, 3.7716], [0.9957, -4.0066, 1.9068], [-0.7378, -3.9309, 1.3482], [0.1257, -5.4862, 1.8167], [-0.4515, -2.1025, 2.7401], [0.8526, -2.6095, 3.8998], [-0.6915, -1.4293, 5.2054], [-0.8193, -3.1863, 5.6706], [-2.5893, -3.0474, 3.8973], [-3.2277, -2.0698, 6.5748], [-2.9068, -3.6667, 6.2141], [-5.0756, -1.9296, 4.9012], [-5.3938, -3.2684, 6.0066], [-6.9090, -4.3720, 4.5622], [-6.2825, -4.6875, 2.9052], [-6.5947, -3.0592, 3.4117], [-1.3354, 5.5498, 8.1122], [-1.4689, 6.3244, 6.9374], [-2.4983, 7.2906, 6.9631], [-2.6516, 7.8087, 5.4837], [-3.5215, 7.0911, 4.6083], [-3.2454, 5.6587, 4.5149], [-2.0118, 5.2770, 3.7209], [-2.3564, 5.2006, 2.3320], [-1.3706, 4.5895, 1.4716], [-0.3639, 5.0778, 8.2582], [-2.1687, 4.8485, 8.1724], [-1.3257, 6.1906, 8.9981], [-2.2518, 8.0918, 7.6625], [-3.4523, 6.8446, 7.2543], [-1.6744, 8.1560, 5.1470], [-3.1658, 8.7695, 5.5710], [-4.5003, 7.1596, 4.8459], [-4.0797, 5.1997, 3.9825], [-3.2114, 5.1562, 5.4837], [-1.6342, 4.2974, 4.0215], [-1.1563, 5.9438, 3.8468], [-0.5749, 4.1136, 2.0445], [-1.1595, 5.1513, 0.5622], [-1.8780, 3.7150, 1.0574], [3.3602, -1.6726, 2.1661], [4.4553, -2.4381, 2.6130], [4.5874, -2.4304, 4.0210], [5.9575, -2.9694, 4.3526], [6.0128, -4.4084, 4.1535], [7.3730, -4.9574, 4.3529], [8.3801, -4.5863, 3.3117], [8.2191, -5.2485, 2.0617], [9.2320, -5.0627, 1.0919], [3.1567, -0.7608, 2.7290], [2.4628, -2.2915, 2.2213], [3.4761, -1.4038, 1.1165], [3.7504, -2.9795, 4.4590], [4.4022, -1.4246, 4.4054], [6.1800, -2.8228, 5.4122], [6.7616, -2.4024, 3.8784], [5.7672, -4.5715, 3.1849], [7.3305, -6.0436, 4.4464], [7.7105, -4.6424, 5.3414], [9.3275, -4.8958, 3.7621], [8.4499, -3.5036, 3.1908], [8.8945, -5.2772, 0.0792], [10.0487, -5.7647, 1.2791], [9.7103, -4.0869, 1.1931], [-3.1606, 0.9191, 3.2699], [-4.4054, 0.8273, 2.4714], [-4.9392, -0.4889, 2.3388], [-3.2936, 0.3189, 4.5660], [-2.8442, 1.9623, 3.3189], [-2.3249, 0.4385, 2.7563], [-4.3644, 1.3027, 1.4927], [-5.0943, 1.3875, 3.1102], [-4.9208, -0.9973, 3.1524], [-2.9258, -0.5666, 4.4381]],
  "lowdin_charge": [0.63, -0.38, -0.39, -0.38, -0.38, -0.11, -0.20, -0.21, -0.19, -0.08, -0.21, -0.18, -0.22, -0.09, 0.08, 0.08, 0.08, 0.12, 0.11, 0.11, 0.11, 0.10, 0.12, 0.11, 0.12, 0.12, 0.09, 0.07, 0.07, -0.10, -0.19, -0.22, -0.19, -0.07, -0.24, -0.24, -0.18, -0.06, 0.08, 0.08, 0.08, 0.12, 0.11, 0.11, 0.12, 0.10, 0.12, 0.12, 0.12, 0.11, 0.08, 0.08, 0.07, -0.15, -0.17, -0.24, -0.20, -0.05, -0.22, -0.18, -0.19, -0.14, 0.09, 0.09, 0.09, 0.12, 0.12, 0.11, 0.12, 0.10, 0.09, 0.13, 0.10, 0.11, 0.08, 0.07, 0.09, -0.09, -0.22, -0.18, -0.17, -0.08, -0.18, -0.18, -0.19, -0.13, 0.07, 0.10, 0.08, 0.12, 0.11, 0.12, 0.12, 0.11, 0.12, 0.11, 0.10, 0.11, 0.08, 0.09, 0.09, -0.11, -0.21, -0.21, -0.21, -0.06, -0.20, -0.21, -0.20, -0.08, 0.09, 0.09, 0.08, 0.11, 0.12, 0.12, 0.11, 0.11, 0.12, 0.10, 0.11, 0.12, 0.09, 0.07, 0.07, -0.10, -0.19, -0.23, -0.23, -0.05, -0.21, -0.24, -0.18, -0.11, 0.08, 0.06, 0.09, 0.12, 0.12, 0.12, 0.11, 0.10, 0.12, 0.12, 0.12, 0.11, 0.09, 0.08, 0.08, -0.25, -0.24, -0.07, -0.09, 0.11, 0.11, 0.13, 0.11, 0.04, 0.01]
}



{
  "formula": "C38H96F6NO40S14",
  "method": "ωB97M-V/def2-TZVPD",
  "homo_lumo_gap_ev": 7.8,
  "e_tot_ha": -10743.23223,
  "total_charge": -1,
  "de_lowest_ev": 11.697,
  "symbols": ["C", "F", "F", "F", "S", "O", "O", "N", "S", "O", "O", "C", "F", "F", "F", "O", "S", "O", "O", "C", "C", "C", "H", "H", "H", "H", "H", "H", "H", "H", "O", "S", "O", "O", "C", "C", "C", "H", "H", "H", "H", "H", "H", "H", "H", "O", "S", "O", "O", "C", "C", "C", "H", "H", "H", "H", "H", "H", "H", "H", "O", "S", "O", "O", "C", "C", "C", "H", "H", "H", "H", "H", "H", "H", "H", "O", "S", "O", "O", "C", "C", "C", "H", "H", "H", "H", "H", "H", "H", "H", "O", "S", "O", "O", "C", "C", "C", "H", "H", "H", "H", "H", "H", "H", "H", "O", "S", "O", "O", "C", "C", "C", "H", "H", "H", "H", "H", "H", "H", "H", "O", "S", "O", "O", "C", "C", "C", "H", "H", "H", "H", "H", "H", "H", "H", "O", "S", "O", "O", "C", "C", "C", "H", "H", "H", "H", "H", "H", "H", "H", "O", "S", "O", "O", "C", "C", "C", "H", "H", "H", "H", "H", "H", "H", "H", "O", "S", "O", "O", "C", "C", "C", "H", "H", "H", "H", "H", "H", "H", "H", "O", "S", "O", "O", "C", "C", "C", "H", "H", "H", "H", "H", "H", "H", "H"],
  "coordinates": [[2.7252, -3.2683, 0.0718], [3.8577, -2.8375, -0.6188], [1.9318, -4.0215, -0.7746], [3.1560, -3.9509, 1.1350], [1.7238, -1.6947, 0.6878], [0.6117, -2.0537, 1.6106], [2.7462, -0.7973, 1.2602], [1.1842, -1.0695, -0.8333], [-0.2541, -0.6080, -0.5822], [-1.1006, -1.8070, -0.5119], [-0.4841, 0.4271, 0.4042], [-0.7360, 0.1271, -2.2805], [-2.0614, 0.4140, -2.2497], [-0.0858, 1.2352, -2.5204], [-0.6022, -0.7857, -3.2728], [-0.3307, 2.7766, 10.1953], [0.6814, 2.9879, 9.1138], [1.0333, 4.4033, 8.8309], [2.0402, 2.1647, 9.3117], [3.1105, 2.3835, 8.3704], [4.0334, 3.4983, 8.9040], [-0.0809, 2.1740, 7.5188], [2.7896, 2.6626, 7.3668], [3.5455, 1.3918, 8.2460], [3.7374, 4.5244, 8.6858], [5.0414, 3.3264, 8.5265], [4.2219, 3.4421, 9.9761], [-1.0138, 2.7135, 7.3556], [-0.0978, 1.1071, 7.7417], [0.6199, 2.3680, 6.7068], [-4.0523, 7.3157, 5.9598], [-3.7363, 8.6789, 5.6425], [-3.4571, 9.6955, 6.6649], [-2.5428, 8.7015, 4.4877], [-2.4278, 7.6442, 3.5919], [-0.9404, 7.2186, 3.4276], [-5.0622, 9.2115, 4.4491], [-2.6568, 8.0424, 2.6034], [-3.0428, 6.7660, 3.7886], [-0.2970, 8.0610, 3.1736], [-0.8495, 6.4565, 2.6536], [-0.5160, 6.8658, 4.3675], [-6.0043, 8.7039, 4.6563], [-4.8059, 8.7852, 3.4792], [-5.0427, 10.2627, 4.1613], [3.5673, 6.5565, -1.7104], [4.9402, 6.0055, -1.7748], [6.0530, 6.8367, -2.2707], [5.2743, 5.5636, -0.2121], [6.6206, 5.5768, 0.1495], [6.8414, 5.1993, 1.6072], [5.0065, 4.3090, -2.5293], [7.1223, 6.5212, -0.0611], [7.1272, 4.7730, -0.3848], [6.6496, 4.1538, 1.8483], [6.1520, 5.7874, 2.2130], [7.8469, 5.3863, 1.9841], [4.6674, 4.4356, -3.5574], [4.3428, 3.6819, -1.9340], [5.9950, 3.8507, -2.5587], [5.9139, -0.6607, -8.3810], [5.7504, -2.1043, -8.1822], [4.6907, -2.8123, -8.9520], [7.2529, -2.8055, -8.4833], [7.2330, -4.1252, -8.8541], [8.7472, -4.5721, -8.6965], [5.6204, -2.5199, -6.4211], [6.8540, -4.3300, -9.8554], [6.6419, -4.7543, -8.1887], [8.8398, -5.6267, -8.9561], [9.2448, -4.3148, -7.7614], [9.2476, -4.0208, -9.4925], [4.7660, -1.9210, -6.1057], [6.5242, -2.1103, -5.9699], [5.5471, -3.5920, -6.2387], [-10.7893, -4.1352, -3.7610], [-9.5397, -4.7044, -4.1647], [-9.3376, -6.1542, -4.2696], [-9.2377, -4.0621, -5.6589], [-8.1381, -4.5842, -6.3797], [-7.4982, -3.3235, -6.9591], [-8.1660, -3.7927, -3.2066], [-8.4599, -5.2531, -7.1779], [-7.3627, -5.1318, -5.8441], [-8.2085, -2.5207, -7.1563], [-6.9697, -3.4070, -7.9088], [-6.7543, -3.0525, -6.2098], [-7.2216, -4.1944, -3.5738], [-8.4105, -3.8485, -2.1459], [-8.1192, -2.7760, -3.5969], [-4.6319, 11.8165, -8.1420], [-5.8879, 11.9248, -7.4003], [-7.1624, 12.2528, -8.0690], [-6.0456, 10.5757, -6.4888], [-4.8925, 10.0214, -5.8708], [-5.3099, 8.8465, -4.9552], [-5.6616, 13.1951, -6.0904], [-4.3867, 10.7889, -5.2850], [-4.2318, 9.6600, -6.6588], [-6.0263, 8.1824, -5.4387], [-5.8352, 9.1413, -4.0468], [-4.4535, 8.2728, -4.6008], [-6.2879, 12.9420, -5.2350], [-6.0046, 14.0994, -6.5931], [-4.6509, 13.0874, -5.6966], [-3.0099, -12.5743, 0.1566], [-2.7251, -11.1434, 0.4824], [-3.4138, -10.0103, -0.1637], [-2.7530, -10.9427, 2.1034], [-2.4827, -12.1089, 2.7857], [-2.7487, -11.7360, 4.2567], [-0.8961, -11.0618, 0.2608], [-1.4773, -12.5045, 2.6417], [-3.1461, -12.9616, 2.6408], [-3.7913, -11.4262, 4.3273], [-2.0470, -10.9926, 4.6350], [-2.4833, -12.5264, 4.9588], [-0.4239, -11.8143, 0.8923], [-0.6507, -10.0570, 0.6050], [-0.7745, -11.2490, -0.8061], [14.5888, 2.3005, 3.6574], [13.7467, 1.4332, 4.5437], [13.0273, 1.9126, 5.7541], [12.7795, 0.4870, 3.6641], [11.6125, -0.0275, 4.2505], [10.8466, -0.8191, 3.2381], [14.9250, 0.1139, 5.1320], [11.0178, 0.7802, 4.6772], [11.8660, -0.7000, 5.0700], [10.7437, -0.2776, 2.2977], [9.8482, -1.0134, 3.6299], [11.2779, -1.8126, 3.1150], [15.2833, 0.4400, 6.1084], [15.7998, 0.0212, 4.4884], [14.2795, -0.7562, 5.2519], [4.9637, -12.6006, 3.2193], [5.9871, -11.7528, 3.8336], [6.9770, -12.2958, 4.7317], [6.6371, -10.7500, 2.6742], [7.6263, -9.8273, 2.9876], [8.2458, -9.4206, 1.6254], [5.0290, -10.4238, 4.7663], [8.4361, -10.2981, 3.5450], [7.3128, -9.0088, 3.6356], [7.4764, -9.1171, 0.9155], [8.7666, -10.2016, 1.0713], [8.9134, -8.5909, 1.8578], [5.8094, -9.9855, 5.3883], [4.2431, -10.8688, 5.3765], [4.6570, -9.8204, 3.9382], [-6.6956, -5.5129, 7.5495], [-5.8952, -4.4701, 6.8462], [-6.1362, -4.2232, 5.4235], [-6.2287, -3.0018, 7.6538], [-6.0088, -2.8195, 9.1013], [-6.5823, -1.5010, 9.6062], [-4.1266, -4.6355, 7.0509], [-4.9199, -2.8610, 9.1285], [-6.4017, -3.6608, 9.6722], [-7.5897, -1.2920, 9.2463], [-5.8775, -0.7006, 9.3810], [-6.7841, -1.5924, 10.6735], [-3.6947, -3.6843, 6.7398], [-3.7025, -5.4043, 6.4051], [-3.9831, -4.9997, 8.0682], [-0.2114, 5.0306, -13.5242], [0.2572, 5.6446, -12.2840], [-0.3118, 6.8675, -11.7398], [0.2762, 4.4786, -11.1313], [-0.6946, 3.4345, -11.0977], [-2.0218, 4.0955, -10.8282], [1.9878, 5.8558, -12.4843], [-0.3000, 2.9446, -10.2075], [-0.6884, 2.7397, -11.9376], [-2.2320, 4.6836, -11.7215], [-2.0001, 4.7618, -9.9659], [-2.7884, 3.3389, -10.6609], [2.0897, 6.1513, -13.5285], [2.5145, 4.9438, -12.2035], [2.3774, 6.7109, -11.9320], [-9.0832, 2.0354, 0.1617], [-9.0115, 2.6454, 1.4669], [-8.3139, 3.9254, 1.6701], [-10.5535, 2.8759, 1.9783], [-11.4016, 1.7347, 1.7810], [-12.4823, 1.9857, 0.7406], [-8.4711, 1.4581, 2.7862], [-11.7778, 1.4594, 2.7663], [-10.8926, 0.8151, 1.4924], [-13.1981, 2.7202, 1.1098], [-13.0577, 1.1020, 0.4647], [-12.0460, 2.2900, -0.2108], [-8.8242, 1.8358, 3.7458], [-7.3873, 1.3861, 2.8773], [-8.9341, 0.5201, 2.4798]],
  "lowdin_charge": [-0.54, 0.06, 0.09, 0.12, 0.71, -0.34, -0.35, -0.32, 0.52, -0.35, -0.31, -0.65, 0.10, 0.15, 0.10, -0.33, 0.69, -0.33, -0.28, -0.25, -0.07, -0.06, 0.11, 0.12, 0.07, 0.07, 0.08, 0.06, 0.06, 0.05, -0.29, 0.69, -0.29, -0.27, -0.31, -0.06, -0.10, 0.11, 0.12, 0.07, 0.08, 0.07, 0.07, 0.05, 0.07, -0.30, 0.71, -0.32, -0.26, -0.33, -0.07, -0.09, 0.12, 0.11, 0.08, 0.08, 0.08, 0.06, 0.07, 0.07, -0.30, 0.71, -0.32, -0.27, -0.33, -0.05, -0.11, 0.12, 0.11, 0.07, 0.07, 0.07, 0.07, 0.07, 0.07, -0.29, 0.67, -0.30, -0.28, -0.30, -0.07, -0.07, 0.12, 0.11, 0.08, 0.07, 0.07, 0.06, 0.07, 0.06, -0.30, 0.67, -0.30, -0.28, -0.27, -0.06, -0.11, 0.11, 0.12, 0.08, 0.07, 0.08, 0.07, 0.07, 0.06, -0.33, 0.71, -0.29, -0.25, -0.34, -0.06, -0.10, 0.11, 0.12, 0.09, 0.07, 0.07, 0.06, 0.07, 0.07, -0.32, 0.71, -0.32, -0.27, -0.32, -0.06, -0.10, 0.12, 0.12, 0.09, 0.09, 0.08, 0.06, 0.06, 0.05, -0.30, 0.68, -0.30, -0.27, -0.31, -0.06, -0.09, 0.11, 0.12, 0.08, 0.08, 0.08, 0.05, 0.07, 0.06, -0.33, 0.69, -0.30, -0.30, -0.25, -0.06, -0.13, 0.10, 0.11, 0.08, 0.08, 0.08, 0.08, 0.08, 0.07, -0.30, 0.64, -0.29, -0.28, -0.27, -0.08, -0.13, 0.12, 0.12, 0.07, 0.09, 0.08, 0.07, 0.08, 0.07, -0.29, 0.66, -0.31, -0.26, -0.31, -0.06, -0.09, 0.12, 0.10, 0.08, 0.08, 0.08, 0.07, 0.07, 0.06]
}